Formula: C31H31BrFIN5O9RbSi
Source: OMol25
Level of theory: the ωB97M-V functional and the def2-TZVPD basis

CARTESIAN COORDINATES (ANGSTROEM)
Rb -1.16824 -0.36841 -2.97475
O 2.46055 -2.48802 -1.65002
C 1.26909 -2.31122 -2.23668
O 0.25044 -2.13747 -1.61641
C 1.40907 -2.33265 -3.73110
O 0.15924 -2.33283 -4.34985
C 0.25513 -2.06356 -5.74156
C -1.17758 -1.88959 -6.36014
O -1.30144 -2.34382 -7.51213
O -1.99976 -1.28556 -5.63906
H 2.48456 -2.08878 -0.75959
H 2.03076 -3.18768 -4.03569
H 1.97856 -1.42175 -3.97014
H 0.78080 -2.87230 -6.26146
H 0.80622 -1.12770 -5.91225
N -0.25777 2.43709 2.70382
C -1.46877 1.73758 2.63883
C -2.58419 2.28131 3.28713
C -3.79592 1.62698 3.17574
C -3.87513 0.46110 2.43168
C -2.70358 -0.03691 1.89360
N -1.52677 0.56981 2.01628
C 0.77202 2.53422 1.75180
C 1.80744 3.43506 2.03683
C 2.76307 3.67663 1.07117
C 2.67164 3.03002 -0.15283
C 1.63586 2.12773 -0.32577
N 0.71039 1.87253 0.60242
H -0.27089 3.21530 3.33731
H -2.48921 3.19826 3.85728
H -4.67433 2.03077 3.66424
H -4.81322 -0.04916 2.27059
H -2.68642 -0.97806 1.35695
H 1.84211 3.95114 2.98951
H 3.56352 4.37797 1.27043
H 3.37462 3.20772 -0.95354
H 1.49959 1.62196 -1.27943
F 7.62342 2.98582 -0.44510
C 6.78640 1.93195 -0.32075
C 6.28363 1.35035 -1.42716
N 5.45826 0.26029 -1.36893
C 4.74808 -0.13382 -2.58652
C 3.71563 1.00368 -3.08249
O 4.17310 2.15706 -3.00192
O 2.63753 0.58139 -3.53839
C 5.06305 -0.25229 -0.15170
O 4.31132 -1.20530 -0.02849
N 5.64211 0.34152 0.94421
C 6.48317 1.45574 0.99801
O 6.88788 1.87789 2.06590
H 6.53295 1.71197 -2.40980
H 4.22512 -1.06244 -2.41623
H 5.47899 -0.24683 -3.38903
H 5.34291 -0.02430 1.83685
Br -0.78477 -2.52231 6.19019
C 0.18177 -3.75105 5.11133
C 0.37120 -5.02682 5.62161
C 1.07584 -5.96540 4.88699
C 1.60987 -5.60809 3.65771
C 1.41267 -4.33347 3.15407
C 0.67664 -3.38476 3.86073
I 0.20235 -1.54175 2.95102
H -0.04667 -5.27912 6.58675
H 1.20117 -6.96884 5.27284
H 2.17301 -6.32873 3.07854
H 1.82833 -4.06567 2.19299
C -7.46082 0.87991 -2.03886
Si -6.24519 1.65325 -0.79662
C -6.88116 1.09166 0.91297
C -6.55919 3.52885 -0.86758
C -4.53673 1.18524 -1.12513
C -3.39329 0.83549 -1.44456
H -8.49548 1.19721 -1.88279
H -7.42658 -0.20967 -1.96765
H -7.17416 1.14493 -3.05878
H -7.93687 1.33394 1.06139
H -6.30902 1.56064 1.71775
H -6.76895 0.00932 1.01636
H -7.62058 3.77776 -0.78652
H -6.19009 3.93301 -1.81276
H -6.02832 4.04416 -0.06366

Relative energy (zero: lowest compared OMol25 entry of this formula, charge and spin): 0.738 eV
LUMO energy: 3.267 eV
Net charge: -2
E_HOMO: -3.38 eV

Atomic partial charges in e from the Löwdin method, atoms 1 to 5:
1 Rb 0.915
2 O 0.087
3 C -0.519
4 O -0.023
5 C -0.171

Formula: C31H39F3N2O13P2S2
Source: OMol25
Level of theory: the ωB97M-V functional and the def2-TZVPD basis

CARTESIAN COORDINATES (ANGSTROEM)
H -5.05866 0.32637 2.78549
N -4.61678 -0.43187 2.22022
C -5.54105 -0.69311 1.30044
C -6.93263 0.10881 1.21643
C -5.29033 -1.85247 0.19327
C -3.72434 -1.86857 -0.19780
C -2.67781 -2.77185 0.49901
C -3.15722 -3.75385 1.66389
C -3.91277 -5.08236 1.14342
C -1.17244 -2.72280 0.10296
C -0.62130 -1.79789 -1.02358
C -1.69784 -0.89146 -1.73821
C -3.19319 -0.92677 -1.34084
P -4.35258 0.21328 -2.33445
P -4.60503 2.13769 -1.33021
O -4.23025 3.22427 -2.34214
O -6.29165 2.30773 -0.97807
O -3.81399 2.25178 0.17002
S -0.99625 0.21957 -3.07092
C 0.64239 0.70027 -2.30632
C 1.27375 2.10550 -2.42217
C 0.47873 3.20875 -3.25172
O 0.09033 4.38927 -2.49441
C -0.58154 4.06967 -1.30039
F 0.30014 3.94735 -0.17265
F -1.47174 2.97955 -1.40619
F -1.40240 5.20218 -0.98679
C 2.65813 2.42514 -1.74389
S 3.52635 4.04327 -1.86593
C 3.40636 4.85612 -0.17758
O 2.91569 5.02493 -2.83017
O 4.98032 3.86423 -2.30449
C 3.37456 1.30414 -0.89872
C 4.77820 1.51850 -0.15193
C 4.72180 1.10928 1.41838
C 4.48898 2.03332 2.46571
C 2.71897 -0.12276 -0.78907
O 3.33013 -1.18567 -0.08082
C 2.59818 -1.57748 1.11450
C 1.65297 -0.46200 1.76031
C 1.35924 -0.42519 -1.51751
N 0.79675 -1.78452 -1.42304
H -7.61697 -0.31391 2.03250
H -7.33909 -0.02911 0.16122
H -6.69742 1.20691 1.41233
H -5.50462 -2.86569 0.67414
H -5.94110 -1.69736 -0.73110
H -3.85191 -3.14622 2.35223
H -2.21138 -4.03421 2.26362
H -4.08776 -5.05019 0.01391
H -4.91393 -5.15574 1.70744
H -3.28641 -5.98458 1.47958
H -0.48310 -3.44571 0.67296
H -5.66876 -0.38211 -2.37445
H -6.70603 2.71306 -1.77168
H -3.49600 1.34924 0.42848
H -0.44416 2.82824 -3.80117
H 1.20318 3.58338 -4.07092
H 4.20389 5.66660 -0.05775
H 2.39459 5.41445 -0.19419
H 3.40474 4.06819 0.64640
H 5.15601 2.59341 -0.16886
H 5.62739 0.87985 -0.60652
H 4.83200 0.00014 1.71150
H 4.52241 1.65149 3.53717
H 4.21108 3.13416 2.30040
H 1.98794 -2.51963 0.83801
H 3.36506 -1.93899 1.89551
H 2.08007 0.59228 1.77935
H 1.45926 -0.76862 2.85572
H 0.63998 -0.51987 1.21685
H 0.96380 -2.24177 -2.33160
O -1.41968 -5.58112 3.56625
C -1.66434 -5.21137 4.67964
O -2.16167 -6.00938 5.66259
C -2.09711 -5.26966 6.87434
C -2.09244 -3.84756 6.40148
O -1.48116 -3.93803 5.12210
H -2.95269 -5.49445 7.51276
H -1.17844 -5.53823 7.40389
H -3.10150 -3.44194 6.28351
H -1.52155 -3.19095 7.05958
O 6.77966 -1.00371 -4.81881
C 6.74896 0.19129 -4.90054
O 7.82961 1.00200 -4.72609
C 7.44040 2.30992 -5.12459
C 5.95166 2.28221 -4.96247
O 5.62987 0.91329 -5.17813
H 7.91432 3.06526 -4.49600
H 7.74651 2.46896 -6.16304
H 5.63485 2.56563 -3.95508
H 5.44183 2.91975 -5.68653

LUMO energy: -0.651 eV
Net charge: 0
SMILES: [H]/N=C(\C)Cc1c(CC)cc2c(c1PP(=O)(O)O)Sc1c(COC(F)(F)F)c(S(C)(=O)=O)c(CC=C)c(OCC)c1N2.O=C1OCCO1.O=C1OCCO1
E_HOMO: -8.41 eV

Atomic partial charges in e from the Löwdin method, atoms 1 to 5:
1 H 0.057
2 N 0.107
3 C -0.347
4 C -0.059
5 C -0.110

Formula: C20H20ClN3O5
Source: OMol25
Level of theory: the ωB97M-V functional and the def2-TZVPD basis

CARTESIAN COORDINATES (ANGSTROEM)
C -4.14336 -6.46259 1.13745
O -4.96090 -5.40749 0.68730
C -4.64549 -4.13981 1.05306
C -5.49818 -3.12868 0.60102
C -5.25710 -1.82293 0.94362
C -4.16826 -1.44314 1.74063
O -4.12600 -0.09498 1.97270
C -3.22902 0.49462 2.87736
C -1.84606 0.63047 2.32573
C -1.35153 0.53494 1.05525
C 0.02845 0.81078 1.21829
C 1.07280 0.89010 0.16783
O 0.81941 0.87772 -1.02094
N 2.32070 0.97485 0.67545
C 3.46272 1.21111 -0.17017
C 3.59980 2.70617 -0.53717
C 4.03775 3.53184 0.66725
O 4.58318 2.88276 -1.53889
C 4.27207 2.64988 -2.84300
C 3.05870 2.17729 -3.33585
C 2.92611 2.02054 -4.70807
C 3.99338 2.33112 -5.53184
N 5.15242 2.77385 -5.06693
C 5.28639 2.92845 -3.76860
N 0.30144 1.05402 2.47995
O -0.85169 0.94474 3.16961
C -3.31496 -2.45324 2.16743
Cl -1.88331 -2.19151 3.12931
C -3.55532 -3.78335 1.83046
H -4.59237 -7.37143 0.74060
H -3.12121 -6.36886 0.75782
H -4.12409 -6.51608 2.23052
H -6.34316 -3.39679 -0.01134
H -5.91048 -1.03436 0.60691
H -3.63782 1.49883 3.05000
H -3.20009 -0.02885 3.84000
H -1.86614 0.30035 0.14887
H 2.40898 1.06997 1.67562
H 3.32762 0.63009 -1.08694
H 4.36795 0.87178 0.33558
H 2.62609 3.06933 -0.89485
H 3.31027 3.44086 1.46905
H 4.12420 4.57754 0.38494
H 5.00838 3.18875 1.01609
H 2.22935 1.92261 -2.69317
H 1.99800 1.65578 -5.12017
H 3.93046 2.22303 -6.60589
H 6.24147 3.29314 -3.41669
H -2.86152 -4.52318 2.19480

Relative energy (zero: lowest compared OMol25 entry of this formula, charge and spin): 3.696 eV
LUMO energy: 0.587 eV
Net charge: 0
SMILES: COc1ccc(OCc2cc(C(=O)NC[C@@H](C)Oc3cccnc3)no2)c(Cl)c1
E_HOMO: -8.50 eV

Atomic partial charges in e from the Löwdin method, atoms 1 to 5:
1 C -0.084
2 O -0.079
3 C -0.281
4 C 0.008
5 C 0.008

Formula: C2H6N4
Source: OMol25
Level of theory: the ωB97M-V functional and the def2-TZVPD basis

CARTESIAN COORDINATES (ANGSTROEM)
C 0.73751 -1.13808 0.93872
N -0.85237 0.06173 -0.54441
C 0.53399 -0.07078 -0.07989
N -1.16317 0.92785 -1.57373
N -1.67410 1.32139 -0.30504
N 1.43449 0.64791 -0.56809
H -1.45090 -0.75480 -0.36502
H -0.99036 1.93068 0.18583
H 1.05705 1.29859 -1.26718
H 0.10390 -0.96291 1.80900
H 0.48508 -2.11529 0.52560
H 1.77890 -1.14630 1.24421

Relative energy (zero: lowest compared OMol25 entry of this formula, charge and spin): 5.500 eV
LUMO energy: 0.703 eV
Net charge: 0
E_HOMO: -7.77 eV

Atomic partial charges in e from the Löwdin method, atoms 1 to 5:
1 C -0.031
2 N -0.171
3 C -0.425
4 N -0.117
5 N 0.015